# 1
Density functional theory data (ωB97M-V/def2-TZVPD) for a single C4H8N2O molecule at a distorted geometry.

The energy relative to the best compared isomer or geometry (same formula, charge and spin) comes out at 338.85 kJ/mol. Its structure (SMILES) is CC1(C)NNC1=O. For the LUMO energy, the calculation gives 0.035 Ha. The calculation puts the maximum force at 0.0958 hartree/bohr. As for the HOMO-LUMO gap: 9.38 eV. The calculation puts the HOMO energy at -0.3098 Eh.

```
! wB97M-V def2-TZVPD RIJCOSX def2/J DEFGRID3
* xyz 0 1
C 0.49706 0.37275 1.37580
C 0.10941 0.07527 0.02124
C 1.03812 0.55136 -1.06483
N -0.23407 -1.39108 -0.04982
N -1.59532 -1.08568 -0.38444
C -1.37374 0.38414 -0.08558
O -2.16644 1.25581 0.04203
H 1.40125 -0.10893 2.01506
H -0.37364 0.09249 1.90912
H 0.78751 1.44420 1.41300
H 2.11808 0.50710 -0.89966
H 0.82597 1.56586 -1.37999
H 0.87452 0.07322 -2.01989
H 0.29774 -1.92258 -0.72360
H -2.20647 -1.81393 -0.16846
*
```


# 2
Density functional theory data (ωB97M-V/def2-TZVPD) for a molecular structure, C19H6Cl6N2O9Ta at a distorted geometry.

The energy relative to the best compared isomer or geometry (same formula, charge and spin) comes out at 124.43 kJ/mol. For the LUMO energy, the calculation gives -0.207 Ha. The calculation puts the maximum force at 0.0343 hartree/bohr. As for the HOMO-LUMO gap: 6.95 eV. The calculation puts the HOMO energy at -0.4624 Eh.

```
! wB97M-V def2-TZVPD RIJCOSX def2/J DEFGRID3
* xyz 1 1
Ta -0.46528 0.57176 -0.97066
O 0.62168 -5.13193 0.11958
C 0.24588 -4.60132 1.26642
O -0.12553 -5.26368 2.19056
C 0.30655 -3.09598 1.38879
C 0.12939 -2.39379 2.58230
Cl -0.31941 -3.04440 4.06573
N 0.26006 -1.06365 2.32335
N 0.43872 -0.86315 1.00366
C 0.49126 -2.08569 0.44667
C 0.65949 -2.15138 -1.02195
O 0.93242 -3.13115 -1.64860
O 0.45597 -0.94541 -1.56057
C 0.37124 0.02799 3.25381
C 0.85735 -0.16869 4.54243
C 0.94076 0.90410 5.41537
C 0.56807 2.17631 5.01376
C 0.13602 2.37887 3.71279
C 0.04301 1.31227 2.83749
H 0.85672 -4.49675 -0.57840
H 1.20306 -1.13346 4.86859
H 1.31170 0.73739 6.41718
H 0.62950 3.00563 5.70469
H -0.13281 3.37055 3.37472
H -0.28064 1.48588 1.82840
Cl 2.26103 1.50352 -7.39949
C 1.25734 1.37402 -6.02871
C 1.79451 1.58914 -4.75716
Cl 3.43659 1.99808 -4.53771
C 0.95189 1.46752 -3.66876
Cl 1.48986 1.75357 -2.03240
C -0.39944 1.15211 -3.78944
O -1.13307 1.06527 -2.66637
C -0.93201 0.95029 -5.05770
Cl -2.58556 0.55256 -5.18742
C -0.10260 1.06306 -6.17582
Cl -0.75749 0.81958 -7.72622
O -2.76387 2.98870 1.24142
C -2.29402 2.11506 0.61266
O -1.07934 2.05640 0.02004
C -3.02013 0.72136 0.30931
O -4.14332 0.50057 0.57146
O -2.11551 -0.07110 -0.30379
*
```


# 3
Density functional theory data (ωB97M-V/def2-TZVPD) for a single C2H5NO2S2 molecule at a distorted geometry.

The energy relative to the best compared isomer or geometry (same formula, charge and spin) comes out at 245.25 kJ/mol. For the LUMO energy (spin up / spin down), the calculation gives -0.049 / -0.049 Ha. The calculation puts the maximum force at 0.0409 hartree/bohr. As for the HOMO-LUMO gap (spin up / spin down): 7.29 / 7.29 eV. The calculation puts the HOMO energy (spin up / spin down) at -0.3168 / -0.3168 Eh.

```
! wB97M-V def2-TZVPD RIJCOSX def2/J DEFGRID3
* xyz 0 1
C 0.99585 -0.19131 -0.40912
C -0.13595 0.71713 0.06085
N 2.14952 0.03134 0.40267
O -1.72315 -1.39944 0.09518
O -2.73308 0.88402 0.34494
S 3.61117 0.06790 -0.12243
S -1.83781 0.15117 -0.51978
H 0.68827 -1.23153 -0.22476
H 1.18768 -0.07355 -1.48459
H -0.17486 0.74051 1.14852
H -0.01087 1.73505 -0.30474
H -2.01675 -1.43128 1.01325
*
```


# 4
Density functional theory data (ωB97M-V/def2-TZVPD) for a single C22H37N5O5 molecule.

The energy relative to the best compared isomer or geometry (same formula, charge and spin) comes out at 0.70 kJ/mol. Its structure (SMILES) is CC(C)C[C@H](NC(=O)[C@@H](CC(C)C)NC(=O)[C@H]1CCC(=O)N1)C(=O)N1CCC[C@H]1C(N)=O. For the LUMO energy, the calculation gives 0.023 Ha. The calculation puts the maximum force at 0.0134 hartree/bohr. As for the HOMO-LUMO gap: 10.02 eV. The calculation puts the HOMO energy at -0.3451 Eh.

```
! wB97M-V def2-TZVPD RIJCOSX def2/J DEFGRID3
* xyz 0 1
C -0.67319 4.96767 1.45037
C 0.32644 4.77997 0.31208
C 0.52217 6.09922 -0.43340
C -0.13138 3.70222 -0.67544
C -0.26055 2.31021 -0.04788
N -0.17406 1.28885 -1.07574
C 0.65019 0.23706 -0.97569
O 1.44485 0.08920 -0.06362
C 0.56421 -0.78000 -2.11688
C 1.72738 -0.56391 -3.09703
C 1.68971 0.78330 -3.82598
C 3.00664 0.99294 -4.57259
C 0.52149 0.86375 -4.80581
N 0.65880 -2.08150 -1.49541
C -0.27352 -3.04050 -1.65476
O -1.09223 -3.05305 -2.54700
C -0.17566 -4.14457 -0.59321
C 1.04284 -5.07111 -0.80206
C 1.65845 -5.21791 0.59092
C 1.11428 -4.02928 1.36313
O 1.55319 -3.57589 2.40900
N 0.05323 -3.55919 0.70577
C -1.63898 2.14224 0.60878
O -2.63694 2.52410 0.02309
N -1.70559 1.54483 1.80956
C -2.97990 1.38682 2.48685
C -2.61068 1.64088 3.94255
C -1.24479 0.95977 4.06416
C -0.64862 1.00254 2.63376
C -0.27925 -0.43067 2.20718
N 0.76575 -0.94073 2.85438
O -0.95776 -1.05291 1.40538
H -0.72427 4.08297 2.07952
H -1.66631 5.15967 1.05143
H -0.38130 5.81090 2.07314
H 1.29116 4.47551 0.73631
H 0.88221 6.87065 0.24322
H 1.24554 5.98499 -1.23750
H -0.42022 6.43160 -0.86251
H -1.10087 3.97820 -1.09627
H 0.59349 3.64266 -1.49074
H 0.56742 2.11797 0.63638
H -0.89372 1.31311 -1.78184
H -0.39685 -0.73494 -2.63544
H 2.65676 -0.63748 -2.52693
H 1.71059 -1.37452 -3.82840
H 1.58572 1.58053 -3.08163
H 3.15367 0.20519 -5.30817
H 3.00303 1.94889 -5.09090
H 3.84708 0.98094 -3.88257
H 0.53668 1.81603 -5.33117
H 0.59245 0.06588 -5.54154
H -0.43548 0.77454 -4.29917
H 1.24671 -2.08963 -0.67001
H -1.11974 -4.70271 -0.60867
H 1.75250 -4.59775 -1.48215
H 0.74689 -6.02494 -1.23207
H 1.32445 -6.12838 1.09180
H 2.74663 -5.21437 0.58823
H -0.44829 -2.71170 0.99688
H -3.35026 0.36689 2.34208
H -3.69751 2.09395 2.07280
H -2.51973 2.71353 4.11892
H -3.34063 1.23250 4.63699
H -1.36957 -0.07643 4.38091
H -0.59839 1.46053 4.78304
H 0.24562 1.63106 2.59506
H 1.07261 -1.91101 2.69993
H 1.32731 -0.36811 3.45852
*
```


# 5
Density functional theory data (ωB97M-V/def2-TZVPD) for a molecular structure, C6H9B at a distorted geometry.

The energy relative to the best compared isomer or geometry (same formula, charge and spin) comes out at 477.24 kJ/mol. For the LUMO energy (spin up / spin down), the calculation gives 0.016 / -0.002 Ha. The calculation puts the maximum force at 0.1108 hartree/bohr. As for the HOMO-LUMO gap (spin up / spin down): 7.92 / 7.17 eV. The calculation puts the HOMO energy (spin up / spin down) at -0.2747 / -0.2660 Eh.

```
! wB97M-V def2-TZVPD RIJCOSX def2/J DEFGRID3
* xyz 0 1
B -0.35248 1.66702 0.19376
C -1.54853 0.59891 0.10099
C -1.08315 -0.78311 0.30327
C 0.85764 0.17584 -1.07894
C 1.11624 0.97032 0.27228
C 1.36373 -0.32425 1.04378
C 0.54369 -0.92794 -0.00469
H -2.46142 0.90241 0.81356
H -1.94532 0.79463 -0.83757
H -1.44998 -1.20115 1.30310
H -1.49198 -1.51495 -0.51589
H 0.15258 0.55136 -1.79577
H 1.81478 -0.05374 -1.57123
H 1.99446 1.66833 0.17719
H 1.76113 -0.52624 1.94488
H 0.72862 -1.99744 -0.34875
*
```


# 6
Density functional theory data (ωB97M-V/def2-TZVPD) for a single C3H7N3OS molecule at a distorted geometry.

The energy relative to the best compared isomer or geometry (same formula, charge and spin) comes out at 289.39 kJ/mol. Its structure (SMILES) is CNC(=O)n1sn1C. For the LUMO energy, the calculation gives 0.008 Ha. The calculation puts the maximum force at 0.0459 hartree/bohr. As for the HOMO-LUMO gap: 9.10 eV. The calculation puts the HOMO energy at -0.3269 Eh.

```
! wB97M-V def2-TZVPD RIJCOSX def2/J DEFGRID3
* xyz 0 1
C -1.70274 -1.78073 0.34008
N -0.50888 -1.00365 0.11484
C 0.66275 -1.59365 -0.19812
O 0.84678 -2.78120 -0.27086
N 1.65024 -0.64411 -0.55034
S 3.15478 -0.59576 0.25720
N 1.86747 0.54729 0.42862
C 2.00939 1.79656 -0.27402
H -2.44728 -1.16129 0.83087
H -2.10660 -2.16331 -0.60307
H -1.45339 -2.63505 0.97146
H -0.55976 0.00084 0.12129
H 1.05018 2.31494 -0.23571
H 2.75672 2.39171 0.24936
H 2.30974 1.65771 -1.31364
*
```


| no. | E (Eh) | molecular weight (g/mol) |
| --- | --- | --- |
| 1 | -341.8746 | 100.12 |
| 2 | -4332.4097 | 799.93 |
| 3 | -1080.7235 | 139.20 |
| 4 | -1510.6472 | 451.57 |
| 5 | -258.6376 | 91.95 |
| 6 | -756.1241 | 133.18 |